(w)
One molecule with the formula CH2FNO, computed with ωB97M-V/def2-TZVPD.

Values from the calculation:
Total charge: 0
E_LUMO in eV: 1.17
Molar mass in g/mol: 63.0
Spin multiplicity: 1
Structure (SMILES): F[C@@H]1NO1
Gap between HOMO and LUMO in eV: 11.91

XYZ file:
```
6
Properties=species:S:1:pos:R:3:lowdin_charge:R:1
C 0.073 -0.207 0.405 -0.44
N -0.041 -0.061 -0.978 0.12
O -1.154 0.049 -0.060 0.03
F 0.773 0.737 1.133 0.05
H 0.039 -1.311 0.702 0.18
H 0.310 0.794 -1.201 0.06
```



(x)
A 2-piece molecular cluster, CH2FNO overall, computed with ωB97M-V/def2-TZVPD.

Values from the calculation:
Total charge: 0
E_LUMO (alpha / beta) in eV: -3.59 / -3.58
Molar mass in g/mol: 63.0
Spin multiplicity: 1
Gap between HOMO and LUMO (alpha / beta) in eV: 7.75 / 7.75

XYZ file:
```
6
Properties=species:S:1:pos:R:3:lowdin_charge:R:1
C -0.339 0.646 0.015 -0.48
N 0.032 -0.578 -0.053 0.29
O 0.140 1.731 0.037 0.12
F 2.090 -0.871 -0.007 -0.25
H -1.482 0.535 0.050 0.20
H -0.440 -1.463 -0.043 0.12
```



Quick one: least stable of them? (x)



(w)
One molecule with the formula C5H4OS2, computed with ωB97M-V/def2-TZVPD.

Values from the calculation:
Total charge: 0
E_LUMO in eV: -1.36
Molar mass in g/mol: 144.2
Spin multiplicity: 1
Structure (SMILES): S=C1C=CO/C1=C/S
Gap between HOMO and LUMO in eV: 6.98

XYZ file:
```
12
Properties=species:S:1:pos:R:3:lowdin_charge:R:1
C 0.616 1.419 -0.074 -0.31
C 0.466 0.271 0.527 -0.43
C 1.337 -1.191 2.029 -0.06
C 0.177 -1.824 1.472 -0.05
C -0.345 -0.893 0.374 -0.66
H -0.029 3.218 -1.639 -0.15
H 1.573 1.962 0.114 0.11
H 2.212 -1.436 2.693 0.15
H -0.154 -2.940 1.809 0.15
O 1.546 -0.031 1.369 -0.04
S -0.245 1.877 -1.679 0.70
S -1.597 -1.080 -0.814 0.59
```



(x)
One molecule with the formula C5H4OS2, computed with ωB97M-V/def2-TZVPD.

Values from the calculation:
Total charge: 0
E_LUMO in eV: -0.89
Molar mass in g/mol: 144.2
Spin multiplicity: 1
Structure (SMILES): S=C1C=CO/C1=C/S
Gap between HOMO and LUMO in eV: 7.40

XYZ file:
```
12
Properties=species:S:1:pos:R:3:lowdin_charge:R:1
C -0.230 0.597 -1.444 -0.40
C -0.525 0.557 -0.132 -0.37
C -1.635 1.151 1.661 -0.09
C -0.779 0.213 2.109 -0.07
C -0.014 -0.237 0.963 -0.75
H 0.763 0.167 -3.413 -0.13
H -0.768 1.310 -2.089 0.10
H -2.370 1.739 2.171 0.13
H -0.684 -0.156 3.132 0.12
O -1.530 1.409 0.344 0.02
S 0.979 -0.378 -2.218 0.79
S 1.171 -1.374 0.875 0.67
```



Quick one: least stable of them? (w)



(w)
One molecule with the formula C17H24N2O3, computed with ωB97M-V/def2-TZVPD.

Values from the calculation:
Total charge: 0
E_LUMO in eV: 0.67
Molar mass in g/mol: 304.4
Spin multiplicity: 1
Structure (SMILES): COCCN(CCOC)Cc1c(C)[nH]c2ccccc2c1=O
Gap between HOMO and LUMO in eV: 8.72

XYZ file:
```
46
Properties=species:S:1:pos:R:3:lowdin_charge:R:1
C -6.021 0.743 0.083 -0.12
O -5.251 -0.331 0.564 -0.19
C -3.944 -0.396 0.043 -0.22
C -3.007 0.689 0.596 -0.18
N -1.624 0.382 0.295 -0.18
C -1.283 0.555 -1.112 -0.14
C -0.936 -0.784 -1.788 -0.19
O 0.373 -1.253 -1.551 -0.19
C 1.362 -0.614 -2.319 -0.10
H 1.465 0.447 -2.070 0.08
H 2.302 -1.118 -2.099 0.09
H 1.144 -0.704 -3.391 0.09
H -1.594 -1.563 -1.397 0.12
H -1.099 -0.692 -2.873 0.12
H -2.123 1.000 -1.656 0.12
H -0.435 1.237 -1.210 0.12
C -0.686 1.059 1.186 -0.13
C 0.702 0.498 1.032 -0.10
C 0.967 -0.803 1.329 -0.23
N 2.215 -1.315 1.174 0.14
C 3.265 -0.577 0.701 -0.19
C 4.531 -1.148 0.544 -0.02
C 5.575 -0.388 0.069 -0.08
C 5.381 0.952 -0.259 -0.08
C 4.136 1.520 -0.111 -0.01
C 3.061 0.770 0.370 -0.08
C 1.727 1.376 0.497 -0.36
O 1.506 2.536 0.151 0.03
H 3.953 2.554 -0.360 0.12
H 6.208 1.539 -0.629 0.10
H 6.552 -0.834 -0.049 0.10
H 4.679 -2.189 0.799 0.11
H 2.366 -2.297 1.360 0.16
C -0.075 -1.734 1.854 0.01
H -0.275 -1.520 2.904 0.10
H -0.995 -1.584 1.295 0.07
H 0.243 -2.770 1.762 0.08
H -1.032 0.911 2.213 0.13
H -0.636 2.141 0.986 0.13
H -3.304 1.678 0.207 0.12
H -3.131 0.703 1.682 0.13
H -3.973 -0.355 -1.056 0.12
H -3.565 -1.375 0.347 0.12
H -6.025 0.768 -1.013 0.09
H -7.035 0.577 0.444 0.09
H -5.663 1.708 0.458 0.08
```



(x)
One molecule with the formula C17H24N2O3, computed with ωB97M-V/def2-TZVPD.

Values from the calculation:
Total charge: 0
E_LUMO in eV: 0.72
Molar mass in g/mol: 304.4
Spin multiplicity: 1
Structure (SMILES): CCCCCCCOc1ccc([C@]2(C)NC(=O)NC2=O)cc1
Gap between HOMO and LUMO in eV: 9.30

XYZ file:
```
46
Properties=species:S:1:pos:R:3:lowdin_charge:R:1
C -6.822 -1.499 0.462 -0.12
C -5.517 -0.854 0.009 -0.28
C -5.419 0.596 0.477 -0.23
C -4.182 1.336 -0.037 -0.21
C -2.856 0.778 0.498 -0.20
C -2.141 -0.164 -0.474 -0.17
C -1.428 0.608 -1.588 -0.19
O -0.396 1.442 -1.100 -0.04
C 0.793 0.905 -0.728 -0.26
C 1.716 1.805 -0.190 0.01
C 2.966 1.384 0.208 -0.02
C 3.331 0.048 0.092 -0.16
C 2.421 -0.845 -0.456 -0.02
C 1.166 -0.430 -0.862 0.00
H 0.496 -1.158 -1.288 0.11
H 2.701 -1.877 -0.593 0.11
C 4.699 -0.450 0.529 -0.37
N 5.585 0.614 0.940 0.14
C 6.657 0.778 0.135 -0.52
O 7.553 1.571 0.233 0.09
N 6.527 -0.193 -0.869 0.22
C 5.439 -0.996 -0.703 -0.40
O 5.128 -1.933 -1.387 0.11
H 7.205 -0.302 -1.607 0.17
H 5.453 1.148 1.781 0.16
C 4.582 -1.526 1.614 0.01
H 4.102 -2.410 1.205 0.09
H 3.989 -1.152 2.446 0.09
H 5.571 -1.800 1.974 0.09
H 3.661 2.109 0.604 0.11
H 1.427 2.840 -0.102 0.12
H -2.125 1.300 -2.068 0.13
H -1.044 -0.078 -2.352 0.12
H -1.401 -0.747 0.078 0.11
H -2.848 -0.856 -0.932 0.11
H -3.043 0.253 1.436 0.11
H -2.174 1.601 0.717 0.11
H -4.182 1.311 -1.128 0.10
H -4.274 2.383 0.262 0.11
H -5.423 0.621 1.570 0.11
H -6.308 1.133 0.136 0.11
H -4.680 -1.427 0.410 0.10
H -5.459 -0.886 -1.081 0.11
H -7.676 -0.961 0.056 0.07
H -6.875 -2.532 0.126 0.07
H -6.896 -1.487 1.547 0.07
```



Quick one: least stable of them? (w)